Entry 1:
Below is a structure of composition C30H51F6MgN4O17, with properties calculated with the ωB97M-V functional and the def2-TZVPD basis.

As for the total charge: +1. The value obtained for the lowest unoccupied orbital energy is -0.09636 Ha. The orbital gap comes out at 7.869 eV.

Last column: Löwdin charge in e.
Positions of all 109 atoms, in Å:
1 Mg 1.32058 11.11313 -17.50276  0.822
2 C 2.31170 7.29839 -18.45691  -0.076
3 C 2.25879 7.96362 -17.08072  -0.433
4 O 1.92446 9.29483 -17.05488  -0.344
5 H 2.45713 6.21779 -18.39795  0.061
6 H 3.09974 7.68151 -19.10685  0.030
7 H 1.37048 7.48413 -18.98647  0.044
8 H 3.26747 7.76861 -16.66421  0.090
9 H 1.62602 7.43887 -16.34721  0.073
10 C -1.27139 6.96022 -18.51781  -0.037
11 C -2.26164 5.88048 -18.91752  -0.179
12 O -3.31982 6.29625 -19.77753  0.063
13 C -3.05343 6.29225 -21.07590  -0.377
14 O -2.03196 5.89764 -21.56174  0.154
15 C -4.14755 6.91522 -21.96640  -0.560
16 F -3.76015 8.13872 -22.32453  0.164
17 F -4.35640 6.17069 -23.03424  0.200
18 F -5.30158 7.00692 -21.30002  0.174
19 H -1.77434 7.88863 -18.23731  0.077
20 H -0.64086 7.22005 -19.37508  0.056
21 H -0.59426 6.67877 -17.71399  0.068
22 H -2.68616 5.50981 -17.98723  0.130
23 H -1.69376 5.08465 -19.39571  0.101
24 C 3.74682 0.79679 -22.69449  -0.041
25 C 2.31352 1.24679 -22.44925  -0.208
26 O 2.21525 2.14224 -21.34557  0.002
27 C 1.07017 2.33148 -20.73486  -0.402
28 O 0.04145 1.77216 -20.98687  0.176
29 C 1.20621 3.18251 -19.45750  -0.519
30 F 2.35713 3.86483 -19.46594  0.137
31 F 0.19413 4.07406 -19.42415  0.131
32 F 1.10210 2.49631 -18.32116  0.187
33 H 3.75849 -0.01871 -23.41027  0.084
34 H 4.19278 0.52579 -21.73660  0.087
35 H 4.33888 1.63768 -23.05599  0.062
36 H 1.63289 0.41132 -22.27129  0.126
37 H 1.89467 1.73979 -23.32915  0.119
38 C 2.92461 9.69409 -21.35306  -0.007
39 O 1.51092 9.71150 -21.41874  0.021
40 C 0.84162 10.32745 -20.47347  -0.552
41 O 1.34744 10.78244 -19.47709  0.084
42 O -0.45554 10.23867 -20.67424  0.025
43 C -0.97771 9.58176 -21.82284  -0.001
44 H 3.37794 8.87714 -21.90458  0.088
45 H 3.28591 9.72004 -20.32449  0.078
46 H 3.33420 10.61458 -21.78525  0.114
47 H -2.06118 9.65976 -21.78502  0.090
48 H -0.71868 8.52317 -21.83684  0.075
49 H -0.65603 10.05126 -22.75192  0.117
50 C 3.94965 14.24817 -18.41982  -0.004
51 O 4.85047 13.18045 -18.72568  0.046
52 C 4.54984 11.97843 -18.29660  -0.579
53 O 3.48856 11.64309 -17.79750  0.066
54 O 5.44815 11.12454 -18.73885  0.039
55 C 5.41625 9.80362 -18.17786  0.005
56 H 3.03494 14.03938 -18.97482  0.102
57 H 4.37002 15.15451 -18.84760  0.106
58 H 3.80557 14.42541 -17.35904  0.082
59 H 6.25045 9.22874 -18.56756  0.105
60 H 4.51935 9.29447 -18.53309  0.067
61 H 5.40861 9.85240 -17.09200  0.109
62 C -1.53582 8.53318 -15.35544  -0.014
63 O -2.36706 9.40104 -16.12969  0.042
64 C -1.90999 10.28889 -16.96785  -0.606
65 O -0.75354 10.61770 -17.10330  0.082
66 O -2.91488 10.74905 -17.66083  0.057
67 C -2.66620 11.68281 -18.70298  -0.008
68 H -1.47719 8.86994 -14.32041  0.103
69 H -0.53504 8.42114 -15.77811  0.080
70 H -2.05455 7.57780 -15.38893  0.088
71 H -2.24479 11.27946 -19.62026  0.080
72 H -2.04287 12.51071 -18.36734  0.101
73 H -3.65107 12.06328 -18.96400  0.107
74 C 2.14511 14.23129 -14.78116  -0.016
75 O 2.26611 13.09111 -13.95841  0.055
76 C 2.02559 11.88807 -14.43255  -0.570
77 O 1.69514 11.62385 -15.55609  0.085
78 O 2.22159 11.04335 -13.45645  0.072
79 C 2.15081 9.67303 -13.76923  -0.025
80 H 2.84549 14.98975 -14.43981  0.108
81 H 1.14656 14.65403 -14.65518  0.109
82 H 2.32248 14.04321 -15.83907  0.069
83 H 2.58114 9.03027 -13.00189  0.104
84 H 2.67339 9.46628 -14.70653  0.095
85 H 1.11313 9.33182 -13.84488  0.086
86 C 4.93835 4.21497 -21.82059  -0.078
87 C 4.89899 5.57896 -21.28590  -0.265
88 N 4.88019 6.65033 -20.87598  0.141
89 H 5.90914 3.83323 -21.50491  0.088
90 H 4.82005 4.18233 -22.89823  0.072
91 H 4.10330 3.72737 -21.31733  0.045
92 C 5.22067 4.91246 -17.09151  -0.064
93 C 5.25050 3.72467 -17.93669  -0.269
94 N 5.32972 2.83511 -18.65856  0.151
95 H 5.65124 5.80255 -17.54358  0.078
96 H 5.85446 4.69832 -16.22697  0.085
97 H 4.21081 5.11005 -16.73782  0.066
98 C 1.25903 6.47308 -21.95226  -0.042
99 C 1.80752 5.40892 -22.79310  -0.229
100 N 2.25139 4.53766 -23.38708  0.179
101 H 2.06268 7.07952 -21.54756  0.049
102 H 0.63140 5.93794 -21.23243  0.068
103 H 0.49311 7.06381 -22.45802  0.069
104 C 1.14947 6.06257 -13.83469  -0.056
105 C 0.06986 5.55033 -14.66169  -0.268
106 N -0.78641 5.15455 -15.31294  0.161
107 H 1.06051 5.79907 -12.78431  0.092
108 H 1.13416 7.15283 -13.93310  0.044
109 H 2.15884 5.83435 -14.17651  0.087

Forces on the atoms, in the same order (eV/Å):
0.930 -2.660 0.902
-0.808 0.125 -0.177
0.561 0.414 0.276
-0.148 0.474 -0.485
-0.042 -0.032 0.087
0.177 0.139 0.257
0.051 -0.117 0.051
0.294 0.287 0.182
-0.404 -0.594 -0.397
-0.061 1.006 -1.119
1.275 -0.767 1.138
-0.622 0.743 -0.382
0.724 -0.216 0.443
0.226 0.116 -0.417
-0.637 -0.757 1.139
0.034 0.335 -0.305
0.205 0.062 -0.386
-0.015 0.267 -0.086
-0.154 -0.098 0.145
-0.033 -0.020 0.026
-0.228 -0.385 0.050
-0.547 -0.171 -0.318
-0.400 -0.077 0.044
-0.305 0.978 0.872
-0.906 -0.803 -1.113
1.070 0.974 0.650
-0.264 -1.844 0.102
-0.257 0.502 -0.041
-0.242 0.740 -0.066
-0.031 0.053 0.283
0.225 0.129 -0.223
0.396 -0.303 -0.422
0.073 -0.056 0.043
0.032 -0.421 -0.120
-0.011 -0.097 -0.265
0.212 -0.111 0.236
0.152 0.226 0.057
1.705 1.241 0.380
-0.067 -0.099 -0.510
-0.391 -1.899 -0.900
-0.107 1.350 0.457
0.009 0.838 0.870
-0.443 -0.429 -0.921
-0.580 -0.331 0.074
-0.285 -0.460 0.012
-0.327 -0.032 -0.186
0.102 0.145 0.334
0.067 0.158 0.149
0.226 0.031 0.142
-0.223 0.130 -0.867
0.736 0.638 0.644
-1.082 -0.865 -1.668
-0.178 0.643 0.746
0.859 0.318 0.539
-0.785 -0.589 -0.291
-0.317 0.142 0.425
0.263 -0.157 -0.031
-0.038 -0.398 0.080
0.290 0.446 0.050
-0.124 0.064 0.307
0.070 -0.043 -0.010
0.288 -0.403 -0.031
-0.454 0.039 0.228
-0.139 -0.539 0.167
1.383 0.758 -0.183
-0.394 -0.008 -0.454
-0.447 0.923 -0.399
-0.084 0.222 -0.103
-0.053 0.223 -0.130
0.146 -0.013 0.089
0.205 -0.539 0.370
0.007 -0.052 0.141
0.029 0.098 0.137
-0.556 0.834 -0.390
0.364 0.053 0.295
0.394 0.720 1.109
-0.683 0.142 -1.356
0.201 -0.004 0.647
-0.248 -1.655 -0.766
0.163 -0.265 0.165
-0.030 -0.105 -0.097
0.014 -0.324 0.109
0.294 0.771 0.396
-0.294 0.054 -0.072
0.003 0.383 -0.277
0.091 0.634 0.868
0.035 -0.046 -0.701
-0.117 0.306 0.206
-0.190 -0.477 -0.074
-0.045 0.152 0.001
0.259 -0.548 -0.215
0.291 -0.288 0.786
0.163 0.382 -0.589
-0.108 0.004 0.155
-0.190 -0.132 -0.462
-0.163 0.011 0.101
-0.019 0.063 -0.093
-0.837 -0.735 -0.247
-0.195 0.638 0.128
0.141 -0.318 -0.305
-0.160 -0.091 0.303
0.482 0.257 0.592
0.534 0.048 -0.486
0.443 1.016 -0.003
0.377 -0.371 0.106
-0.148 0.079 -0.135
-0.187 -0.128 -0.045
-0.236 -0.047 0.255
-0.230 -0.602 -0.221

Entry 2:
Below is a structure of composition C39H35CdIN5O7P, with properties calculated with the ωB97M-V functional and the def2-TZVPD basis.

As for the total charge: -2. The value obtained for the lowest unoccupied orbital energy is 0.11923 Ha. The orbital gap comes out at 5.918 eV.

Last column: Löwdin charge in e.
Positions of all 89 atoms, in Å:
1 Cd 1.38866 0.16611 -0.36201  1.457
2 C 4.05418 3.72208 0.37651  -0.045
3 C 2.80313 2.89542 0.15182  -0.525
4 O 2.79756 1.73192 0.67472  -0.162
5 C 1.79504 3.43261 -0.63638  -0.061
6 C 0.58519 2.72596 -0.94352  -0.412
7 C -0.02545 2.85846 -2.31315  -0.043
8 N -0.09047 1.95098 -0.13066  -0.049
9 N 0.00889 2.12527 1.25709  0.056
10 C 0.24206 1.09440 2.00769  -0.528
11 O 0.67026 -0.08964 1.68084  -0.252
12 C -0.01136 1.31105 3.47423  -0.141
13 C 0.32237 0.30858 4.37810  -0.048
14 C 0.05173 0.45316 5.73522  -0.104
15 C -0.56580 1.60396 6.20231  -0.123
16 C -0.88913 2.61732 5.30360  -0.103
17 C -0.61205 2.47378 3.95358  -0.034
18 H 4.89276 3.05935 0.59285  0.064
19 H 3.90466 4.38093 1.23554  0.073
20 H 4.29156 4.34105 -0.48988  0.069
21 H 2.03180 4.31263 -1.22302  0.088
22 H -0.70070 3.71990 -2.31553  0.076
23 H -0.61664 1.97121 -2.54276  0.064
24 H 0.73139 3.00842 -3.08361  0.074
25 H 0.78449 -0.59552 4.00303  0.101
26 H 0.31968 -0.33977 6.42401  0.093
27 H -0.80199 1.70972 7.25494  0.085
28 H -1.36907 3.52114 5.66125  0.089
29 H -0.85603 3.24870 3.23929  0.101
30 N 0.23604 -3.39675 -0.24774  0.116
31 C -1.06472 -3.84938 -0.23450  -0.320
32 C -1.31140 -5.23331 -0.19368  -0.056
33 C -2.59440 -5.73080 -0.10627  -0.120
34 C -3.68287 -4.86223 -0.09102  -0.119
35 C -3.43994 -3.50035 -0.14708  -0.109
36 C -2.15247 -2.96246 -0.19979  -0.285
37 P -1.89112 -1.11992 -0.05946  1.137
38 C -3.05873 -0.85726 1.35461  -0.346
39 C -4.37455 -0.41150 1.29349  -0.102
40 C -5.09741 -0.16438 2.45590  -0.103
41 C -4.51461 -0.35741 3.70070  -0.110
42 C -3.20395 -0.81651 3.77751  -0.087
43 C -2.48781 -1.05945 2.61600  -0.096
44 C -2.87244 -0.48369 -1.46529  -0.371
45 C -3.19861 -1.22782 -2.59255  -0.082
46 C -3.85869 -0.63473 -3.66205  -0.089
47 C -4.19364 0.70965 -3.62062  -0.110
48 C -3.85091 1.46907 -2.50708  -0.102
49 C -3.18764 0.87937 -1.44256  -0.128
50 H 0.35420 -2.45445 -0.59876  0.017
51 H 0.93117 -4.03656 -0.59235  0.092
52 H -0.46535 -5.91114 -0.23280  0.099
53 H -2.74911 -6.80252 -0.05065  0.089
54 H -4.69540 -5.23826 -0.01712  0.085
55 H -4.28192 -2.81645 -0.14927  0.099
56 H -4.84779 -0.25171 0.33161  0.096
57 H -6.11891 0.19209 2.38686  0.090
58 H -5.07118 -0.13881 4.60443  0.088
59 H -2.73086 -0.96179 4.74148  0.095
60 H -1.45329 -1.38437 2.67151  0.094
61 H -2.91244 -2.27011 -2.64829  0.105
62 H -4.09731 -1.22581 -4.53762  0.096
63 H -4.68868 1.17390 -4.46543  0.089
64 H -4.08614 2.52628 -2.47506  0.094
65 H -2.87817 1.47906 -0.59309  0.100
66 O 3.52952 0.79953 -7.20038  -0.054
67 C 4.32389 0.88923 -6.24669  -0.704
68 O 5.54675 1.15003 -6.23957  -0.075
69 C 3.70817 0.65297 -4.85118  -0.101
70 C 4.39622 1.04911 -3.70912  -0.008
71 C 3.82221 0.85337 -2.47002  -0.134
72 N 2.63587 0.26328 -2.31269  0.026
73 C 1.97250 -0.15033 -3.39726  -0.184
74 C 2.46941 0.04738 -4.67892  0.056
75 C 0.66172 -0.91351 -3.16009  -0.610
76 O 0.12149 -1.44589 -4.11828  0.032
77 O 0.24182 -0.94794 -1.94328  -0.237
78 H 5.37086 1.50344 -3.82371  0.105
79 H 4.31131 1.17089 -1.55425  0.093
80 H 1.89536 -0.28107 -5.53239  0.121
81 N 5.45909 -0.77098 0.78729  0.156
82 C 4.13511 -0.92572 1.02775  -0.679
83 O 3.39951 -1.41576 0.18544  -0.020
84 C 3.64329 -0.49538 2.38972  -0.572
85 I 4.48124 -1.70762 3.94688  0.727
86 H 5.78877 -0.93328 -0.14888  0.111
87 H 6.05700 -0.31241 1.44995  0.087
88 H 2.56255 -0.60042 2.43034  0.011
89 H 3.92069 0.53239 2.59929  0.047

Forces on the atoms, in the same order (eV/Å):
0.206 -0.599 -0.456
0.031 0.033 -0.024
-0.162 0.022 -0.104
0.123 -0.007 0.020
-0.087 0.056 0.135
0.048 0.178 0.469
0.166 -0.118 -0.120
-0.274 -0.089 0.377
0.093 0.174 -0.179
0.028 0.126 0.044
-0.116 0.266 -0.012
0.061 -0.057 -0.061
0.018 -0.017 0.145
-0.008 0.013 -0.081
-0.005 0.008 -0.043
0.001 -0.037 0.012
0.004 0.026 0.021
0.015 0.002 -0.016
0.017 -0.024 0.018
-0.012 0.018 0.024
0.008 -0.004 -0.016
0.003 0.000 -0.013
-0.011 0.012 0.004
-0.008 -0.015 -0.008
-0.015 0.002 -0.015
-0.011 -0.006 0.000
0.029 0.020 0.004
-0.002 0.004 -0.007
-0.026 -0.014 0.009
-0.105 0.108 0.130
0.230 -0.047 -0.015
-0.024 -0.028 -0.039
-0.004 0.043 -0.027
0.053 -0.001 0.018
0.017 0.047 -0.029
-0.277 0.189 0.045
-0.324 -0.533 0.039
0.233 0.143 0.110
-0.113 -0.020 -0.027
0.039 -0.009 0.028
0.055 -0.027 -0.054
-0.072 -0.021 -0.035
0.016 0.014 -0.039
0.010 0.139 0.090
0.001 -0.024 -0.021
0.001 0.002 0.013
0.040 0.024 0.010
-0.012 -0.044 0.017
0.021 -0.041 -0.038
0.042 -0.049 -0.208
-0.020 -0.024 -0.017
0.004 0.001 0.052
0.002 -0.004 -0.030
-0.005 -0.005 -0.045
0.011 0.003 0.073
0.036 0.040 -0.006
-0.005 -0.001 -0.014
-0.004 -0.017 0.002
0.018 0.031 -0.008
-0.008 0.054 0.014
-0.007 0.007 -0.005
0.033 -0.004 -0.010
-0.026 -0.006 0.014
0.016 0.011 -0.006
-0.003 0.014 -0.024
0.027 -0.034 -0.005
0.051 0.040 -0.120
-0.026 0.006 -0.007
-0.081 -0.001 0.098
0.009 -0.023 -0.004
-0.011 0.022 0.074
-0.065 0.098 -0.031
0.024 -0.111 0.012
0.000 -0.033 0.036
0.022 0.055 0.229
-0.063 -0.025 -0.121
0.238 -0.090 -0.235
0.002 0.005 0.005
-0.022 0.032 0.004
0.021 0.002 -0.019
0.044 0.087 0.040
0.168 -0.203 -0.073
-0.184 0.133 0.169
-0.073 0.056 -0.105
-0.013 0.012 -0.013
-0.021 0.001 -0.013
-0.012 0.021 -0.013
-0.020 0.004 0.004
0.002 0.004 0.002